# 1
{
  "formula": "H16O8",
  "method": "ωB97M-V with the def2-TZVPD basis set",
  "symbols": ["H", "H", "H", "H", "H", "H", "H", "H", "H", "H", "H", "H", "H", "H", "H", "H", "O", "O", "O", "O", "O", "O", "O", "O"],
  "xyz": [[-0.292492, -0.383480, -0.784099], [0.553202, -0.903091, 0.366922], [-2.068623, 1.527013, 1.903628], [-2.186262, 0.387215, 2.902158], [4.974549, 0.953074, -1.683304], [3.503919, 0.769265, -1.346402], [-3.621825, 2.274326, -2.192000], [-3.253423, 3.688279, -1.773600], [0.575667, -1.842958, -2.330898], [1.748058, -2.477332, -1.600755], [-4.383824, -1.703287, 0.364934], [-4.754617, -1.309180, -1.055359], [3.411273, 1.539595, 1.674094], [4.731977, 2.291064, 1.706930], [0.039672, -3.265401, 1.537523], [0.017968, -2.195570, 2.616889], [0.178741, -0.092218, 0.004632], [-1.555391, 0.825387, 2.319924], [4.343233, 0.295958, -1.369254], [-3.739763, 2.910543, -1.477641], [1.539038, -1.871162, -2.320378], [-4.031294, -1.268379, -0.419647], [3.903498, 2.231460, 1.217992], [0.366715, -2.381120, 1.737721]],
  "forces_ev_per_a": [[0.0, 0.2, 0.2], [-0.1, 0.0, 0.2], [0.1, -0.1, -0.1], [0.0, 0.1, -0.1], [-0.1, -0.1, 0.1], [0.0, -0.1, 0.1], [0.0, 0.0, 0.1], [0.0, 0.0, 0.1], [0.1, 0.0, -0.1], [0.1, 0.1, 0.0], [0.1, 0.1, 0.0], [0.1, 0.0, 0.0], [0.0, 0.0, -0.1], [-0.1, 0.0, -0.1], [0.1, 0.1, 0.0], [0.0, 0.2, -0.1], [0.1, 0.1, -0.4], [-0.2, 0.0, 0.3], [0.1, 0.1, -0.2], [0.1, 0.0, -0.2], [-0.2, -0.2, 0.0], [-0.2, -0.1, 0.0], [0.1, 0.0, 0.2], [0.0, -0.4, 0.1]],
  "relative_energy_kcal_mol": 70.0,
  "multiplicity": 1,
  "charge": 0,
  "lumo_ha": 0.0085,
  "smiles": "O.O.O.O.O.O.O.O",
  "gap_ev": 10.452
}

=====

# 2
{
  "formula": "C7H11I2N2OSSc",
  "method": "ωB97M-V with the def2-TZVPD basis set",
  "symbols": ["C", "I", "H", "H", "H", "C", "C", "N", "H", "I", "N", "H", "Sc", "C", "O", "C", "C", "H", "H", "H", "C", "H", "H", "H", "S"],
  "xyz": [[2.027414, 2.955125, 0.499313], [2.864379, 0.061876, 1.541294], [1.156244, 3.622733, 0.411699], [2.431749, 2.649654, -0.476629], [2.837040, 3.471326, 1.046127], [-0.052074, -1.859522, -1.697800], [-1.289680, -0.805646, -0.151966], [-0.643129, -1.984001, -0.450312], [-0.044362, -0.114930, -3.057839], [-3.030920, -0.517610, 1.222871], [-1.019063, 0.045434, -1.172084], [0.480933, -2.658229, -2.173896], [-0.242446, -0.569031, 1.881479], [1.531712, 1.722118, 1.181577], [0.315848, 1.540441, 1.449425], [-0.308563, -0.615746, -2.141858], [-1.310364, 1.459700, -1.183472], [-1.815697, 1.735539, -2.107392], [-0.378588, 2.031896, -1.102401], [-1.946215, 1.710684, -0.334839], [-0.327333, -3.017477, 0.522897], [-0.011402, -3.932529, -0.000683], [-1.188879, -3.235252, 1.161326], [0.530476, -2.689644, 1.164130], [-0.567081, -1.006908, 3.969033]],
  "forces_ev_per_a": [[0.4, -0.6, 0.0], [0.1, -0.1, -0.4], [0.3, -0.2, -0.2], [0.0, 0.6, -0.2], [-0.2, -0.1, -0.1], [0.1, -0.2, -0.5], [5.2, 0.4, 1.3], [-0.6, -0.4, -1.6], [0.1, -0.2, -0.1], [-4.2, 0.1, 1.9], [-0.7, -0.4, -0.7], [0.1, -0.2, -0.1], [-0.1, 2.3, -1.0], [1.5, 0.9, 0.3], [-2.2, -1.5, 0.5], [0.2, 0.0, -0.6], [0.4, 0.2, 0.1], [-0.1, 0.0, -0.2], [-0.2, -0.1, 0.1], [0.1, -0.1, -0.1], [0.5, 0.3, 0.0], [-0.1, 0.4, 0.2], [0.0, 0.1, -0.1], [-0.3, -0.6, -0.2], [-0.1, -0.7, 1.6]],
  "relative_energy_kcal_mol": 123.0,
  "multiplicity": 1,
  "charge": -2,
  "lumo_ha": [0.1552, 0.1188],
  "gap_ev": [4.285, 0.930]
}

=====

# 3
{
  "formula": "C3H11N2O",
  "method": "ωB97M-V with the def2-TZVPD basis set",
  "symbols": ["C", "C", "N", "C", "N", "H", "H", "H", "H", "H", "H", "H", "H", "H", "H", "H", "O"],
  "xyz": [[2.308810, 0.855904, 1.023388], [1.092941, 0.779956, 0.087265], [-0.205871, 0.800229, 0.804309], [-1.026537, -0.207663, 0.861786], [-2.145770, -0.230615, 1.558563], [2.319406, 1.818325, 1.533885], [3.175565, 0.748749, 0.384968], [2.298542, 0.049409, 1.757378], [1.079597, -0.168971, -0.450139], [1.076994, 1.577686, -0.656746], [-0.401904, 1.628908, 1.356866], [-0.832732, -1.034007, 0.196533], [-2.632274, 0.460833, 2.084825], [-2.609814, -1.129530, 1.503233], [-0.397137, -2.183547, -3.957851], [-1.934195, -2.124111, -4.203669], [-1.165618, -1.641557, -3.884594]],
  "forces_ev_per_a": [[-1.0, 0.1, -0.4], [-0.2, -0.5, 0.1], [0.4, 0.2, 0.3], [-0.2, 1.5, 0.0], [-0.1, -2.1, -0.7], [0.2, 0.0, 0.0], [0.4, 0.1, 0.1], [0.0, 0.0, -0.1], [0.2, 0.1, -0.1], [0.1, 0.0, 0.1], [0.0, -0.1, 0.0], [0.2, -0.4, 0.2], [0.3, 0.8, 0.3], [-0.3, 0.3, 0.1], [0.5, -0.8, -0.3], [0.3, -0.2, -0.1], [-0.8, 1.0, 0.5]],
  "relative_energy_kcal_mol": 18.6,
  "multiplicity": 1,
  "charge": 1,
  "lumo_ha": -0.1261,
  "gap_ev": 10.796
}